(1)
Density functional theory data (the ωB97M-V functional and the def2-TZVPD basis) for an isolated molecule of CH2N4O2.

- frontier orbital gap (eV) = 9.6
- HOMO level (hartree) = -0.3833
- LUMO level (eV) = -0.871

Each line ends with the Mulliken charge.
Geometry (Å):
O: 0.68 0.70 -0.85  -0.498
C: 0.72 0.66 0.53  0.755
O: 0.57 -0.58 1.04  -0.473
N: 1.94 1.25 1.00  -0.073
N: 1.76 2.25 1.63  -0.129
N: 0.30 2.47 1.71  -0.113
N: -0.32 1.60 1.15  -0.152
H: 0.10 1.41 -1.16  0.352
H: 0.07 -1.18 0.54  0.331

(2)
Density functional theory data (the ωB97M-V functional and the def2-TZVPD basis) for a structure of composition CH2N4O2.

- frontier orbital gap (eV) = 9.2
- HOMO level (hartree) = -0.3512
- LUMO level (eV) = -0.384

Each line ends with the Mulliken charge.
Geometry (Å):
C: -0.35 0.22 -0.11  0.550
H: -1.75 -1.21 -0.31  0.409
H: 0.68 1.99 0.09  0.298
N: -1.50 0.74 -0.19  -0.432
N: 0.74 1.01 -0.15  0.005
N: 1.95 0.37 0.25  -0.126
N: 1.76 -0.78 0.16  0.044
O: -2.41 -0.32 0.36  -0.384
O: 0.23 -1.12 -0.31  -0.365

So which one is most stable? That would be (1), about 419.8 kJ/mol below the next structure.

(1)
Density functional theory data (the ωB97M-V functional and the def2-TZVPD basis) for a cluster of 2 separate species, C4H5F2N in total.

- frontier orbital gap (eV) = 10.5
- HOMO level (hartree) = -0.3480
- LUMO level (eV) = 1.052

Each line ends with the Mulliken charge.
Geometry (Å):
C: 1.22 1.36 0.80  -1.014
C: 1.24 -0.02 0.23  -0.082
C: 0.43 -0.44 -0.73  0.329
F: 0.44 -1.66 -1.26  -0.243
F: -0.51 0.28 -1.33  -0.236
H: 1.63 1.35 1.80  0.315
H: 0.21 1.75 0.83  0.300
H: 1.82 2.03 0.18  0.265
H: 1.97 -0.72 0.60  0.361
C: -2.82 -1.32 -0.40  0.094
N: -2.38 -1.28 0.65  -0.369
H: -3.24 -1.31 -1.37  0.281

(2)
Density functional theory data (the ωB97M-V functional and the def2-TZVPD basis) for a cluster of 2 separate species, C4H5F2N in total.

- frontier orbital gap (alpha / beta) (eV) = 8.9 / 8.9
- HOMO level (alpha / beta) (hartree) = -0.3267 / -0.3267
- LUMO level (alpha / beta) (eV) = 0.026 / 0.026

Each line ends with the Mulliken charge.
Geometry (Å):
C: -0.76 0.16 -1.85  -0.110
C: 1.84 0.54 1.72  -0.654
C: -0.24 -2.13 -1.15  -0.326
C: 0.53 0.54 1.48  0.013
N: -0.52 -0.91 -1.32  0.117
F: -1.27 1.17 -1.10  -0.160
F: -0.47 -0.29 1.90  -0.255
H: 2.38 1.37 1.32  0.257
H: 2.40 -0.34 2.19  0.238
H: -1.04 -2.96 -1.28  0.226
H: 0.75 -2.42 -0.84  0.259
H: -0.14 1.27 1.07  0.394

So which one is most stable? That would be (1), about 288.9 kJ/mol below the next structure.

(1)
Density functional theory data (the ωB97M-V functional and the def2-TZVPD basis) for a cluster of 3 separate species, CH2N2O2S in total.

- frontier orbital gap (eV) = 10.0
- HOMO level (hartree) = -0.3490
- LUMO level (eV) = 0.543

Each line ends with the Mulliken charge.
Geometry (Å):
O: -1.51 -1.65 -2.09  -0.321
C: -0.77 -0.97 -1.58  0.660
O: -0.01 -0.28 -1.06  -0.394
N: -1.13 -0.48 1.93  -0.032
N: -1.67 -1.10 1.20  0.028
S: 1.89 2.03 0.24  -0.313
H: 2.00 1.48 1.54  0.148
H: 1.20 0.97 -0.18  0.226

(2)
Density functional theory data (the ωB97M-V functional and the def2-TZVPD basis) for an isolated molecule of CH2N2O2S.

- frontier orbital gap (eV) = 8.5
- HOMO level (hartree) = -0.3291
- LUMO level (eV) = -0.452

Each line ends with the Mulliken charge.
Geometry (Å):
N: 1.04 -0.59 -0.56  -0.549
O: 0.57 -1.69 0.17  -0.109
O: -0.81 -1.13 0.48  -0.227
N: -0.94 0.13 0.25  0.111
C: -0.80 1.31 0.50  0.298
S: -1.38 2.84 0.57  -0.253
H: 0.36 -0.80 -1.35  0.390
H: 1.97 -0.07 -0.07  0.338

So which one is most stable? That would be (1), about 1020.3 kJ/mol below the next structure.